Record 1
DFT (ωB97M-V/def2-TZVPD) results for the ion C5H10NO2 with charge -1.

Summary:
F_max in Eh/bohr: 0.086
E_LUMO in eV: 4.0
E_HOMO in eV: -3.05
Charge: -1
SMILES: C/C([O-])=N/[C@@H](C)CO
ΔE to the lowest compared entry with this formula, charge and spin in kJ/mol: 297.68
HOMO-LUMO gap in eV: 7.066

Last column: Löwdin charge in e.
Cartesian coordinates (Å):
C1 -0.71268 -1.81811 2.14792  -0.052
C2 -0.34891 -0.69464 1.11413  -0.684
O1 0.85123 -0.57021 0.97562  -0.102
N1 -1.22945 -0.08609 0.31246  0.008
C3 -0.68734 0.83768 -0.68695  -0.426
C4 0.27127 1.80245 -0.04259  -0.119
C5 0.04792 0.00834 -1.73662  -0.255
O2 1.39683 0.38592 -1.84288  -0.128
H1 -1.65220 -1.62308 2.71175  0.053
H2 0.14961 -1.83278 2.76723  0.027
H3 -0.69609 -2.76688 1.52755  0.073
H4 -1.54537 1.46269 -1.09410  0.121
H5 1.12110 1.06904 0.42167  0.120
H6 -0.11253 2.35429 0.80373  0.069
H7 0.80515 2.29730 -0.76196  0.007
H8 0.03565 -1.05940 -1.54605  0.105
H9 -0.29391 0.00685 -2.79572  0.101
H10 1.38860 1.35460 -2.05863  0.083

Cartesian forces (eV/Å) of the 6 atoms listed first:
-1.2 0.5 -1.7
-2.7 -0.1 -1.5
4.0 -0.6 0.5
-1.5 -0.6 1.4
-1.3 -0.4 1.2
1.9 -3.0 2.6

***

Record 2
DFT (ωB97M-V/def2-TZVPD) results for a structure of composition C2H4I2O.

Summary:
F_max in Eh/bohr: 0.068
E_LUMO in eV: -0.5
E_HOMO in eV: -9.36
Charge: 0
ΔE to the lowest compared entry with this formula, charge and spin in kJ/mol: 106.10
HOMO-LUMO gap in eV: 8.888

Last column: Löwdin charge in e.
Cartesian coordinates (Å):
C1 -0.11544 1.07335 1.00562  -0.115
C2 1.05388 -1.15031 1.19128  -1.156
O1 0.80594 0.11199 0.51214  -0.377
I1 1.47373 -0.92482 3.43945  0.594
I2 2.54207 -2.33832 0.26354  0.788
H1 -0.10674 1.87578 0.23424  0.109
H2 0.26377 1.33075 2.06665  0.062
H3 -1.04198 0.59487 1.04840  0.058
H4 0.04886 -1.70451 1.25178  0.039

Cartesian forces (eV/Å) of the 6 atoms listed first:
2.3 0.0 1.2
-3.0 1.8 0.3
2.2 -2.5 0.0
-0.1 0.0 -1.1
-0.4 0.5 0.1
0.0 -0.4 1.0

***

Record 3
DFT (ωB97M-V/def2-TZVPD) results for a cluster of 7 separate species, C18H54N4O7 in total.

Summary:
F_max in Eh/bohr: 0.033
E_LUMO in eV: 0.4
E_HOMO in eV: -8.88
Charge: 0
SMILES: COC[C@H](C)N.COC[C@H](C)N.COC[C@H](C)N.COC[C@H](C)N.CCO.O.O
ΔE to the lowest compared entry with this formula, charge and spin in kJ/mol: 0.00
HOMO-LUMO gap in eV: 9.287

Last column: Löwdin charge in e.
Cartesian coordinates (Å):
C1 -3.02556 0.23558 1.72220  -0.110
O1 -4.26741 0.84674 1.44988  -0.187
C2 -5.15671 -0.04779 0.79193  -0.213
C3 -6.35196 0.75774 0.27118  -0.452
C4 -7.45299 -0.20800 -0.13811  -0.078
N1 -5.97781 1.62420 -0.82892  0.042
H1 -2.53947 -0.11358 0.80505  0.083
H2 -3.12555 -0.57021 2.45794  0.075
H3 -2.39960 1.01754 2.14888  0.066
H4 -4.68661 -0.51612 -0.08224  0.130
H5 -5.43256 -0.81964 1.52042  0.124
H6 -6.73198 1.32437 1.12473  0.139
H7 -7.23024 -0.74777 -1.06394  0.078
H8 -8.35487 0.36435 -0.37418  0.075
H9 -7.71321 -0.94790 0.61754  0.073
H10 -5.12449 2.11225 -0.54325  0.072
H11 -5.61329 1.09870 -1.62418  0.076
C5 2.46505 6.07693 1.73187  -0.113
O2 1.66209 5.04192 1.21719  -0.195
C6 1.91477 3.76715 1.79099  -0.193
C7 0.91277 2.83155 1.11658  -0.424
C8 -0.52577 3.00001 1.54424  -0.050
N2 1.29959 1.41578 1.14316  0.050
H12 2.17036 7.02377 1.29073  0.087
H13 3.52477 5.87651 1.53609  0.085
H14 2.34969 6.14983 2.82042  0.087
H15 2.95342 3.47430 1.60270  0.119
H16 1.75434 3.80853 2.87588  0.129
H17 0.94074 3.06253 0.04506  0.131
H18 -0.94451 3.99923 1.43163  0.087
H19 -0.63687 2.73984 2.60263  0.085
H20 -1.16661 2.35497 0.94473  0.064
H21 1.50536 1.11027 2.09991  0.094
H22 2.22102 1.27221 0.72030  0.048
C9 3.00626 -2.50865 0.03727  -0.071
O3 1.74681 -2.79852 -0.56605  -0.250
C10 1.68740 -3.90376 -1.44212  -0.202
C11 0.25494 -4.26072 -1.79358  -0.445
C12 0.16047 -5.37218 -2.81606  -0.073
N3 -0.51715 -3.09707 -2.23687  0.068
H23 3.55149 -1.93207 -0.70879  0.076
H24 3.50066 -3.40503 0.41441  0.093
H25 2.78668 -1.89587 0.91142  0.083
H26 2.25025 -3.70277 -2.36821  0.132
H27 2.21491 -4.74293 -0.96569  0.127
H28 -0.22240 -4.64560 -0.88552  0.139
H29 0.64445 -6.28911 -2.48112  0.077
H30 0.58869 -5.06334 -3.77829  0.079
H31 -0.86789 -5.60396 -3.09505  0.079
H32 -0.14238 -2.75756 -3.12215  0.079
H33 -0.35263 -2.32498 -1.59762  0.023
C13 5.15188 0.68031 0.03287  -0.081
O4 3.81801 0.79845 -0.46268  -0.254
C14 3.64635 1.74757 -1.50242  -0.207
C15 2.36737 1.42978 -2.27350  -0.433
C16 2.48139 0.11006 -3.04479  -0.041
N4 2.02738 2.49298 -3.23186  0.044
H34 5.07556 0.32207 1.05526  0.089
H35 5.56418 1.69904 0.08541  0.088
H36 5.78760 0.11449 -0.64981  0.091
H37 3.55880 2.76224 -1.08389  0.124
H38 4.51827 1.69594 -2.17110  0.129
H39 1.56920 1.33421 -1.53546  0.107
H40 3.41743 0.02472 -3.59803  0.083
H41 1.59869 -0.11701 -3.63375  0.079
H42 2.51655 -0.66751 -2.27039  0.054
H43 2.80400 2.58758 -3.87856  0.072
H44 1.86616 3.37954 -2.76434  0.068
C17 0.09226 -2.86055 2.60170  -0.078
C18 -1.01099 -2.55398 3.59543  -0.316
O5 -0.49115 -2.62682 4.92486  -0.086
H45 0.29258 -3.93236 2.59002  0.078
H46 1.01712 -2.36343 2.89831  0.072
H47 -0.20188 -2.50858 1.61389  0.062
H48 -1.84794 -3.25312 3.50503  0.115
H49 -1.37224 -1.53279 3.41923  0.088
H50 -1.21967 -2.61350 5.54917  0.076
O6 -2.11315 0.42395 -2.31582  -0.079
H51 -1.54267 0.94567 -2.89033  0.025
H52 -1.49804 -0.09002 -1.75705  -0.015
O7 -0.07435 -0.60361 -0.62551  -0.095
H53 0.68246 -1.15122 -0.34969  0.023
H54 0.01231 0.21424 -0.10729  0.019

Cartesian forces (eV/Å) of the 6 atoms listed first:
0.0 0.6 0.1
0.0 -0.2 -0.5
-0.1 0.4 0.2
0.2 -1.4 0.5
-0.6 0.3 -0.7
0.8 0.7 0.0